1.
# C40H34Cl3FN6O9SSn

C40H34Cl3FN6O9SSn as an isolated structure (ωB97M-V with the def2-TZVPD basis set, the OMol25 dataset).

ORCA input file:
```
! RIJCOSX wB97M-V def2-TZVPD def2/J DEFGRID3
* xyz 0 1
Sn -3.607 0.814 -1.272
O -8.050 4.480 1.415
C -7.179 3.615 0.840
C -7.355 3.138 -0.455
C -6.407 2.275 -0.961
N -5.359 1.898 -0.236
C -5.202 2.328 1.015
C -6.092 3.197 1.602
C -4.010 1.722 1.748
O -3.837 2.013 2.921
O -3.333 0.917 1.019
C -6.484 1.666 -2.359
O -7.422 1.997 -3.069
O -5.536 0.847 -2.593
H -8.739 4.703 0.775
H -8.196 3.414 -1.079
H -5.941 3.526 2.619
F 3.343 -2.045 -0.899
C 3.038 -0.744 -1.141
C 1.728 -0.349 -1.167
C 1.408 0.989 -1.360
C -0.039 1.378 -1.385
O -0.879 0.508 -1.217
C -0.279 2.791 -1.613
C 0.786 3.613 -1.749
N 2.104 3.249 -1.733
C 3.139 4.239 -1.857
C 3.926 4.329 -3.136
C 2.934 5.398 -2.770
C 2.437 1.920 -1.535
C 3.769 1.494 -1.528
C 4.081 0.161 -1.327
N 5.448 -0.238 -1.332
C 6.351 0.350 -0.361
C 7.680 0.671 -1.077
N 7.678 -0.120 -2.356
C 7.332 -1.555 -2.075
C 5.840 -1.595 -1.667
C -1.640 3.483 -1.719
O -1.627 4.707 -1.828
O -2.661 2.738 -1.705
H 0.920 -1.057 -1.028
H 0.577 4.667 -1.872
H 3.682 4.425 -0.936
H 3.645 3.656 -3.934
H 4.983 4.555 -3.069
H 2.017 5.431 -3.340
H 3.293 6.361 -2.440
H 4.564 2.205 -1.710
H 6.537 -0.338 0.473
H 5.920 1.257 0.050
H 8.552 0.362 -0.505
H 7.778 1.721 -1.347
H 8.551 -0.018 -2.870
H 6.900 0.257 -2.910
H 7.994 -1.882 -1.276
H 7.538 -2.141 -2.967
H 5.726 -2.298 -0.837
H 5.229 -1.949 -2.494
Cl 3.021 -2.005 3.184
C 1.427 -2.610 2.819
C 0.768 -2.162 1.691
C -0.503 -2.639 1.425
C -1.139 -3.557 2.260
C -2.530 -4.050 1.955
C -2.647 -4.811 0.631
N -2.474 -3.971 -0.536
C -1.375 -3.928 -1.366
C -1.608 -2.905 -2.235
N -2.825 -2.322 -1.969
C -3.321 -3.001 -0.970
O -3.542 -3.069 1.975
C -3.248 -1.707 2.253
C -2.604 -1.534 3.589
C -1.627 -0.632 3.879
Cl -0.948 0.541 2.828
S -1.120 -0.707 5.514
C -2.221 -1.975 5.843
C -2.946 -2.306 4.743
C -0.428 -3.994 3.376
Cl -1.091 -5.175 4.477
C 0.843 -3.528 3.670
H 1.231 -1.433 1.045
H -1.026 -2.261 0.555
H -2.803 -4.781 2.717
H -3.636 -5.269 0.611
H -1.901 -5.604 0.578
H -0.545 -4.601 -1.235
H -0.968 -2.534 -3.020
H -4.264 -2.810 -0.482
H -4.222 -1.220 2.225
H -2.658 -1.231 1.473
H -2.278 -2.398 6.832
H -3.706 -3.075 4.730
H 1.359 -3.873 4.554
*
```

Computed properties:
maximum force	0.84	eV/Å
highest occupied orbital energy	-6.36	eV
orbital gap	4.42	eV
energy relative to the best compared isomer or geometry (same formula, charge and spin)	1.867	eV

=====

2.
# C3H8NO2

A 2-piece molecular cluster, C3H8NO2 overall at a distorted geometry (ωB97M-V with the def2-TZVPD basis set, the OMol25 dataset).

ORCA input file:
```
! RIJCOSX wB97M-V def2-TZVPD def2/J DEFGRID3
* xyz 1 1
C -0.934 0.602 1.101
C 2.227 0.517 -1.528
C -1.375 -0.849 0.929
N -0.922 -0.067 -0.232
O 1.582 -0.353 -0.985
O 3.393 0.464 -2.103
H -0.022 0.845 1.480
H 1.781 1.570 -1.790
H -0.749 -1.616 1.119
H -1.555 1.380 1.119
H -2.378 -1.209 0.763
H -1.546 0.204 -0.920
H 0.001 -0.281 -0.598
H 3.830 -0.468 -2.073
*
```

Computed properties:
maximum force	4.70	eV/Å
highest occupied orbital energy	-15.51	eV
orbital gap	12.57	eV
energy relative to the best compared isomer or geometry (same formula, charge and spin)	2.208	eV

=====

3.
# C38H57BN9O4S2SeSiV

C38H57BN9O4S2SeSiV as an isolated structure (ωB97M-V with the def2-TZVPD basis set, the OMol25 dataset).

ORCA input file:
```
! RIJCOSX wB97M-V def2-TZVPD def2/J DEFGRID3
* xyz -2 3
V -0.182 0.364 0.753
C -1.623 -0.582 -2.379
C -1.402 0.874 -2.183
C -1.467 1.849 -3.186
C -1.233 3.046 -2.547
C -1.177 4.406 -3.166
N -1.042 2.797 -1.235
N -1.114 1.442 -1.013
B -1.213 3.898 -0.138
N -2.605 3.808 0.503
N -2.970 2.730 1.225
C -4.208 2.954 1.629
C -4.918 1.981 2.515
C -4.667 4.202 1.160
C -3.605 4.715 0.448
C -3.508 6.031 -0.251
N -0.104 3.828 0.921
N -0.378 4.216 2.193
C 0.792 4.363 2.791
C 0.864 4.727 4.238
C 1.849 4.109 1.894
C 1.228 3.781 0.708
C 1.870 3.417 -0.589
H -0.742 -1.066 -2.798
H -2.463 -0.723 -3.066
H -1.848 -1.076 -1.438
H -1.652 1.688 -4.235
H -1.293 4.306 -4.246
H -0.224 4.897 -2.960
H -1.960 5.061 -2.792
H -1.157 4.957 -0.715
H -4.306 1.089 2.632
H -5.886 1.684 2.099
H -5.104 2.403 3.506
H -5.624 4.673 1.330
H -4.418 6.603 -0.066
H -3.397 5.914 -1.331
H -2.656 6.611 0.105
H -0.144 4.872 4.628
H 1.435 5.648 4.392
H 1.344 3.938 4.821
H 2.908 4.091 2.094
H 2.950 3.521 -0.481
H 1.538 4.057 -1.412
H 1.675 2.383 -0.885
O -1.390 -1.252 0.591
N -2.012 -1.667 1.702
C -3.312 -1.324 1.802
C -4.091 -1.711 2.853
C -3.482 -2.476 3.863
C -2.164 -2.807 3.758
C -1.351 -2.421 2.649
S 0.261 -2.834 2.504
H -3.649 -0.703 0.984
H -5.123 -1.398 2.896
H -4.050 -2.796 4.729
H -1.665 -3.386 4.521
Se 2.105 0.500 1.761
N -0.701 0.870 2.403
C -0.436 1.150 3.623
C -1.522 1.526 4.515
C -1.314 1.771 5.825
C 0.005 1.678 6.391
C 1.060 1.366 5.611
C 0.927 1.109 4.186
N 2.028 0.878 3.532
H -2.504 1.601 4.068
H -2.146 2.045 6.464
H 0.142 1.871 7.450
H 2.067 1.300 6.005
C 3.162 -4.935 0.850
C 3.545 -3.731 -0.004
C 3.769 -2.515 0.876
C 4.787 -4.041 -0.838
O 2.455 -3.527 -0.890
Si 1.893 -2.326 -1.856
S 1.478 -0.447 -1.124
O 0.654 -3.065 -2.681
C -0.188 -4.174 -2.369
C 0.578 -5.460 -2.680
C -1.393 -4.055 -3.297
C -0.637 -4.151 -0.917
O 3.099 -2.185 -3.001
C 3.063 -1.722 -4.337
C 1.957 -0.699 -4.584
C 4.424 -1.082 -4.601
C 2.861 -2.935 -5.246
H 3.967 -5.183 1.547
H 2.969 -5.802 0.213
H 2.260 -4.713 1.423
H 4.563 -2.705 1.604
H 2.854 -2.270 1.416
H 4.041 -1.642 0.282
H 5.643 -4.243 -0.189
H 5.022 -3.195 -1.486
H 4.608 -4.913 -1.471
H 0.881 -5.472 -3.730
H -0.046 -6.338 -2.485
H 1.470 -5.514 -2.057
H -1.061 -4.003 -4.337
H -1.959 -3.152 -3.067
H -2.051 -4.920 -3.180
H 0.198 -4.308 -0.236
H -1.380 -4.936 -0.740
H -1.080 -3.189 -0.659
H 2.043 0.141 -3.895
H 0.974 -1.152 -4.441
H 2.024 -0.331 -5.612
H 4.558 -0.228 -3.935
H 4.509 -0.742 -5.636
H 5.217 -1.805 -4.399
H 1.901 -3.399 -5.016
H 3.651 -3.668 -5.068
H 2.875 -2.648 -6.302
*
```

Computed properties:
maximum force	0.50	eV/Å
highest occupied orbital energy (spin up / spin down)	-2.01 / -2.10	eV
orbital gap (spin up / spin down)	6.29 / 6.38	eV
⟨S²⟩	2.127